Here is the ion C25H25FN with charge +1 at a distorted geometry from the OMol25 dataset. Energies are from ωB97M-V/def2-TZVPD.

```
52
C25H25FN (ωB97M-V/def2-TZVPD)
F 0.87720 -3.78986 -3.97073
C 1.20545 -3.24188 -2.75026
C 2.26707 -3.78794 -2.04092
C 2.62345 -3.16131 -0.84328
C 2.04270 -1.94527 -0.47913
C 1.04664 -1.34832 -1.26447
C 0.65585 0.13059 -1.05155
C -0.41353 0.61486 -2.05280
C -1.68292 1.03074 -1.64622
C -2.59368 1.56636 -2.56877
C -2.26612 1.58736 -3.92628
C -1.00957 1.13068 -4.34885
C -0.07053 0.69805 -3.40783
C 0.35796 0.50108 0.31549
C -0.67868 -0.36484 0.95402
N -1.66668 0.15492 1.62108
C -2.68434 -0.68330 2.26087
C -3.74582 0.30984 2.75150
C -3.13895 1.72202 2.66019
C -1.80749 1.62095 1.91019
C 1.59391 0.59253 1.22760
C 2.56750 1.52398 0.85486
C 3.77745 1.57382 1.54411
C 4.02967 0.66752 2.58035
C 3.04929 -0.25331 2.96619
C 1.78330 -0.21651 2.35601
C 0.53578 -2.08961 -2.33996
H 2.79891 -4.65789 -2.41597
H 3.39275 -3.59580 -0.20194
H 2.43448 -1.43671 0.40127
H 1.56245 0.68739 -1.35099
H -1.97948 0.92890 -0.60324
H -3.55261 1.95061 -2.21723
H -2.99209 1.94773 -4.65575
H -0.76082 1.09125 -5.41142
H 0.92155 0.37705 -3.72944
H -0.02437 1.52975 0.29466
H -0.69900 -1.44156 0.76949
H -3.07190 -1.42760 1.54452
H -2.23942 -1.22279 3.11484
H -4.63164 0.23659 2.11464
H -4.04688 0.06960 3.77335
H -3.79935 2.42023 2.14108
H -2.95446 2.12900 3.65596
H -0.96022 1.96764 2.52484
H -1.81753 2.20605 0.97469
H 2.35523 2.21410 0.03366
H 4.50121 2.34247 1.26965
H 4.98564 0.69921 3.10466
H 3.25148 -0.98101 3.75989
H 0.97195 -0.84830 2.73172
H -0.30085 -1.72904 -2.93436
```

Results
SMILES: Fc1cccc([C@@H](c2ccccc2)[C@@H](C=[N+]2CCCC2)c2ccccc2)c1
HOMO-LUMO gap: 0.2853 Eh
LUMO level: -4.0 eV
charge: +1
multiplicity: 1
molar mass: 358.48 g/mol
HOMO level: -11.7 eV

---

Here is the molecule C29H22BrF5N2O3 at a distorted geometry from the OMol25 dataset. Energies are from ωB97M-V/def2-TZVPD.

```
62
C29H22BrF5N2O3 (ωB97M-V/def2-TZVPD)
C -3.34304 -0.05161 -3.76354
C -2.17851 0.86816 -3.52499
O -1.25527 0.09881 -2.71667
C -0.11653 0.76875 -2.47473
C 0.82940 -0.11658 -1.65300
C 2.14347 -0.04009 -2.43421
C 2.79599 1.19386 -2.49890
C 4.02741 1.31280 -3.14550
C 4.64272 0.16417 -3.67124
Br 6.36237 0.29681 -4.45889
C 3.97062 -1.06214 -3.64957
C 2.69483 -1.14718 -3.07417
O 0.12367 1.87743 -2.91909
H -4.18365 0.52256 -4.15698
H -3.06643 -0.81182 -4.50134
H -3.64167 -0.55885 -2.83914
H -1.67534 1.15759 -4.45742
H -2.45160 1.75847 -2.94706
H 0.39301 -1.12649 -1.68433
H 2.33321 2.08549 -2.08473
H 4.52087 2.27555 -3.20899
H 4.44758 -1.94983 -4.05196
H 2.13903 -2.08479 -3.10767
C -3.82826 3.12355 0.09369
N -3.53353 2.16887 1.15045
C -4.34073 2.03323 2.26699
C -3.76966 1.10597 3.06459
N -2.62246 0.65063 2.42580
C -1.79410 -0.36591 3.00976
C -1.16884 -0.11040 4.22431
F -1.31886 1.11025 4.79507
C -0.33290 -1.05240 4.81824
F 0.25725 -0.79966 6.00656
C -0.08542 -2.25367 4.15284
F 0.79170 -3.13786 4.67155
C -0.70389 -2.52862 2.93125
F -0.40550 -3.66611 2.26563
C -1.58712 -1.59758 2.38787
F -2.22464 -1.86677 1.22199
C -2.46357 1.32006 1.25239
C -1.32784 1.28740 0.28895
C -0.21227 0.46378 0.57313
C 1.00013 0.29581 -0.27491
C 1.90935 -0.69221 0.50290
C 2.21581 -1.96806 0.01883
C 3.10943 -2.77690 0.72872
C 3.54084 -2.38443 1.99521
C 3.11867 -1.16602 2.54047
C 2.34125 -0.30159 1.76700
O -1.40029 2.05037 -0.71606
H -3.17971 2.90990 -0.75641
H -4.88513 3.03753 -0.18293
H -3.63795 4.14886 0.43627
H -5.24215 2.60649 2.40079
H -4.07923 0.72248 4.02017
H -0.09942 0.15997 1.60656
H 1.49224 1.28295 -0.25522
H 1.79796 -2.34418 -0.91904
H 3.46124 -3.71146 0.27678
H 4.22438 -3.02029 2.56363
H 3.40686 -0.85730 3.54373
H 2.06424 0.69223 2.12655
```

Results
HOMO-LUMO gap: 0.2549 Eh
LUMO level: -0.2 eV
multiplicity: 1
molar mass: 621.40 g/mol
HOMO level: -7.1 eV

---

Here is a cluster of 2 separate species, CH3IOS2 in total at a distorted geometry from the OMol25 dataset. Energies are from ωB97M-V/def2-TZVPD.

```
8
CH3IOS2 (ωB97M-V/def2-TZVPD)
C 0.54704 0.96690 0.75572
O -0.40270 0.33477 1.51954
S -0.59405 -1.25236 1.70180
S -0.63933 -2.07176 -3.72834
I -1.54704 -1.25579 -1.76361
H 0.16118 1.39177 -0.29973
H 1.26440 0.16587 0.42443
H 1.21050 1.72061 1.39018
```

Results
HOMO-LUMO gap (alpha / beta): 0.2657 / 0.2312 Eh
LUMO level (alpha / beta): -1.8 / -2.6 eV
multiplicity: 1
molar mass: 222.07 g/mol
HOMO level (alpha / beta): -9.0 / -8.9 eV

---

Here is a structure of composition C4H11NO2 at a distorted geometry from the OMol25 dataset. Energies are from ωB97M-V/def2-TZVPD.

```
18
C4H11NO2 (ωB97M-V/def2-TZVPD)
C -0.16916 1.36597 0.06131
C -0.94244 0.06598 0.39854
C 1.64290 0.76162 0.47250
C -0.69158 -2.24973 -0.55863
N -0.37045 -0.82344 -0.65250
O -0.25127 1.65191 -1.18771
O -0.41384 2.34306 1.01889
H -0.45676 -0.09257 -1.56344
H -0.10623 3.16887 0.61802
H 0.67186 -0.58579 -0.41105
H -0.71368 -0.33075 1.38565
H -2.01060 0.20904 0.22530
H 2.09016 1.73288 0.26322
H 2.29096 0.03644 -0.04365
H 1.71199 0.59023 1.55036
H -0.31609 -2.63708 0.38910
H -1.76847 -2.41497 -0.60051
H -0.19731 -2.79165 -1.36538
```

Results
HOMO-LUMO gap: 0.3056 Eh
LUMO level: 0.5 eV
multiplicity: 1
molar mass: 105.14 g/mol
HOMO level: -7.8 eV